ORCA calculation (ωB97M-V/def2-TZVPD) on a cluster of 2 separate species, C10H15BrN2O2 in total in a non-equilibrium geometry.

Structure (XYZ):
```
30
Properties=species:S:1:pos:R:3:forces:R:3
H 2.84248 -0.73380 -2.62661 -0.059 -0.960 0.209
H 3.71116 0.77537 -2.21452 -2.228 -1.066 0.488
H 1.78450 0.66974 -2.38959 1.707 -0.443 0.261
H 0.71058 -0.77437 3.04217 0.520 -0.005 -1.151
H -3.35454 0.20680 -1.97782 -0.820 -0.049 -0.662
Br 0.66471 2.51484 -0.01034 -0.286 -0.384 -0.067
C 2.51364 -0.01639 -0.51660 -0.308 -1.005 2.873
H 2.89823 -0.94614 -0.06652 1.351 0.578 -0.528
N 1.13936 -0.26176 0.00589 -1.084 0.441 -1.535
C -2.09617 1.42609 2.45006 -0.947 -1.601 -0.464
H 2.78122 0.86394 0.14359 0.683 -0.776 -1.304
C 0.85771 -1.45534 0.85965 2.312 3.001 -0.433
H -2.58192 -0.84106 0.52696 0.932 -1.684 -1.829
C 2.73477 0.13314 -2.01072 -0.165 3.066 -0.453
O -0.76273 -1.76261 -1.82151 0.113 -0.965 -0.508
C -1.09656 0.31195 -0.73714 -6.084 1.351 -0.716
H -1.93613 2.26120 -0.26383 -0.485 -1.465 -0.680
O -2.27352 -1.57701 -0.15096 -1.023 0.576 1.076
H -1.77297 2.30914 2.92130 0.368 0.571 0.175
H 1.77569 -2.05712 2.60910 1.174 -1.952 1.211
N -2.54443 0.46590 1.99691 0.610 0.924 0.526
H -4.12411 1.86065 -1.51578 -0.128 0.222 -0.021
H 1.26749 -2.21005 0.23270 0.477 -1.443 0.464
H 2.27739 -0.45717 2.05799 -0.620 -0.506 0.901
C -2.20236 1.26601 -0.75782 4.334 1.299 1.463
C 1.42796 -1.15184 2.26589 -0.468 1.369 -1.215
C 0.17562 0.58910 -0.34245 4.947 2.201 0.977
C -1.35653 -1.10742 -1.02644 -0.852 1.002 1.037
H -0.15295 -1.47136 0.81567 -3.044 -0.855 0.486
C -3.30759 1.16962 -1.49923 -0.927 -1.439 -0.581
```
Forces are in eV/Å.

Values from the calculation:
- LUMO energy (alpha / beta): 0.509 / -2.058 eV
- Spin multiplicity: 3
- Energy above the lowest of the compared OMol25 structures with the same formula, charge and spin: 0.00 kJ/mol
- Charge: 0
- HOMO (alpha / beta): -5.154 / -9.206 eV
- Electronic energy: -87724.677 eV
- Frontier orbital gap (alpha / beta): 5.66 / 7.15 eV